1.
Density functional theory data (ωB97M-V with the def2-TZVPD basis set) for a 7-piece molecular cluster, C43H105N7O12 overall.

```
167
Properties=species:S:1:pos:R:3:forces:R:3
C 2.78861 5.28749 -7.29217 0.7 -1.7 -0.1
C 2.16959 3.98754 -6.62882 1.4 2.0 1.2
C 1.35947 4.50193 -5.44096 -0.5 0.3 -0.5
C 1.40485 3.33924 -7.71695 -1.4 -3.0 -1.0
C 0.93209 1.88520 -7.31025 -1.0 1.9 0.1
C 2.03247 1.00399 -6.90182 0.2 0.5 0.6
C 2.99915 1.69871 -5.83216 -0.9 -1.4 -1.4
C 2.29088 1.54210 -4.46729 0.8 0.0 0.8
C 4.23751 0.86570 -5.98405 2.5 -0.4 1.8
N 3.25265 3.06688 -6.18366 0.2 1.3 -2.5
O 4.39119 3.72888 -5.60340 -1.2 -0.8 0.9
H 3.59912 5.76918 -6.74523 -0.5 0.2 0.5
H 3.30382 4.86422 -8.15444 -0.1 0.5 -0.6
H 2.00472 5.99318 -7.56711 0.2 -0.1 -0.1
H 2.07124 4.94790 -4.74627 -0.2 -0.5 0.5
H 0.74317 5.34539 -5.75216 -0.2 0.0 -0.2
H 0.66290 3.76255 -5.04575 0.4 0.0 0.5
H 0.53590 3.88325 -8.08718 0.0 0.4 0.4
H 2.02349 3.18792 -8.60152 0.4 0.2 0.0
H 0.26884 1.97463 -6.44990 -0.4 0.2 0.0
H 0.40080 1.30080 -8.06145 -0.4 0.7 -0.4
H 2.43199 0.61711 -7.83927 1.1 0.1 0.4
H 1.47833 0.18754 -6.43875 0.7 -0.5 0.4
H 2.50693 0.59577 -3.97143 0.0 -0.3 -0.3
H 1.20593 1.64666 -4.47473 0.1 0.1 -0.3
H 2.68749 2.27819 -3.76803 0.0 0.2 0.0
H 4.11532 -0.09942 -5.49240 -0.3 -0.2 -0.3
H 5.10113 1.27106 -5.45685 -0.2 0.5 0.9
H 4.80056 0.72434 -6.90660 -1.3 0.1 -0.9
H 4.83621 4.16989 -6.33077 0.0 -0.3 -0.3
C -2.10910 -2.25106 4.60645 -0.4 -0.1 -0.3
O -0.87503 -2.71758 4.18327 1.7 -0.1 -0.7
C -0.49398 -2.16176 2.91187 0.9 0.0 1.1
C 0.91073 -2.63960 2.42277 -1.8 -2.9 -1.2
C 1.10466 -2.11684 1.01959 1.1 1.5 -0.1
N 0.85672 -4.15656 2.28385 -0.3 1.0 0.5
H -2.07596 -1.17039 4.74476 -0.2 0.2 0.3
H -2.38880 -2.80251 5.50410 0.1 0.3 0.1
H -2.84438 -2.47545 3.83372 -0.4 0.1 -0.1
H -1.27922 -2.46921 2.22123 0.2 0.0 -0.6
H -0.48814 -1.07287 2.96093 -0.1 0.3 0.2
H 1.79623 -2.60643 3.05748 -0.4 1.4 0.3
H 0.48529 -2.48932 0.20367 -0.3 -0.6 0.5
H 2.14501 -2.24050 0.71881 0.0 -0.1 -0.1
H 0.91940 -1.04272 1.01254 0.1 0.3 0.0
H 0.36287 -4.36882 3.13891 0.1 -0.9 0.4
H 0.16067 -4.34801 1.57749 -0.1 -0.2 -0.4
C 0.14470 12.15409 -3.35925 0.2 0.7 1.5
O 1.22735 11.81137 -2.47579 -0.8 0.3 -1.5
C 1.20235 10.46203 -2.02598 0.9 1.0 0.8
C 0.15125 10.22828 -0.94407 -0.1 0.7 -0.1
N 0.02311 8.87865 -0.56255 1.2 -2.4 -0.2
C 1.19791 8.20121 0.02284 -1.2 -0.5 -0.1
C 0.81687 6.76140 0.35838 -0.5 -0.7 0.8
O -0.52709 6.60655 0.82257 0.2 1.8 0.2
C -0.83416 5.32005 1.22872 -0.5 -0.8 -0.9
H 0.16223 13.23466 -3.50120 0.3 0.0 0.0
H -0.75052 11.98649 -2.76042 -0.5 -0.3 -0.8
H 0.17059 11.69648 -4.34820 0.0 -0.5 0.2
H 2.17492 10.53002 -1.53854 0.2 -1.2 0.0
H 1.17455 9.72182 -2.82561 -0.1 0.0 -0.1
H -0.81597 10.56914 -1.31342 -0.1 0.1 0.2
H 0.46082 10.83736 -0.09478 -0.1 0.6 0.2
H -0.78457 8.57746 -0.03621 -0.1 0.5 -0.1
H 1.58168 8.68866 0.91906 -0.1 0.3 0.3
H 2.05952 8.05884 -0.62944 -0.1 0.5 -0.5
H 1.46930 6.42854 1.16563 0.4 -0.2 0.0
H 0.90851 6.05486 -0.46655 0.3 0.2 -0.4
H -0.45596 4.64967 0.45695 0.3 -0.6 0.1
H -1.91463 5.18449 1.18052 -0.1 0.2 0.3
H -0.47472 5.02205 2.21366 0.3 0.2 0.1
C -6.99846 2.68158 6.27846 -0.1 1.6 -0.6
O -5.97087 3.22586 7.12363 -1.0 -0.6 -0.2
C -4.85424 2.37230 7.33307 -0.5 0.3 0.0
C -3.81501 3.08926 8.20467 0.7 -1.5 -0.3
N -2.53411 2.36257 8.03578 -0.6 1.4 -1.2
C -1.39366 3.20619 8.30656 -1.5 -0.4 0.0
C -0.19294 2.41418 8.06114 2.3 -0.3 0.1
O 0.88539 3.30237 8.15858 0.6 1.2 -0.6
C 2.16314 2.79872 7.82240 -0.3 0.1 1.9
H -6.68812 2.36119 5.28391 0.9 -1.0 0.3
H -7.56928 3.52208 5.88370 -0.2 0.6 0.8
H -7.75094 2.02861 6.72061 0.6 -0.4 0.4
H -4.47598 2.11950 6.34256 0.7 0.1 0.0
H -5.14600 1.41513 7.76527 -0.2 -0.1 0.4
H -4.00447 3.16925 9.27509 -0.9 -0.2 0.1
H -3.74397 4.13002 7.88866 0.4 -0.1 -0.4
H -2.43569 1.40169 8.33097 -0.5 0.3 0.4
H -1.42643 3.53755 9.34445 0.3 0.4 0.2
H -1.41969 4.07207 7.64498 0.0 0.1 0.0
H -0.13285 1.93015 7.08635 -0.5 -0.1 -0.2
H -0.06781 1.65777 8.83592 -0.1 -0.5 0.1
H 2.46987 2.24562 8.71015 0.3 -1.0 -0.2
H 2.87591 3.62001 7.89689 -0.2 0.2 -0.9
H 2.17790 2.19829 6.91280 0.1 0.2 -0.1
C -2.82110 -12.67616 -3.06250 0.3 0.4 -0.3
O -2.37459 -12.59785 -1.73306 -0.5 -0.4 -0.4
C -3.03288 -13.55126 -0.92649 1.0 1.5 1.7
C -2.55923 -13.22485 0.51297 -2.1 -0.8 0.9
N -2.74949 -11.83839 0.92002 0.6 0.5 -0.1
C -2.39163 -11.49470 2.32116 0.5 0.7 0.4
C -2.15148 -9.97629 2.60973 1.3 -1.3 -1.7
O -1.23748 -9.42713 1.62975 -0.4 1.2 -0.1
C 0.14956 -9.78449 1.66971 -1.0 -1.1 0.4
H -2.59863 -13.65148 -3.49536 0.4 -0.1 -0.2
H -2.32682 -11.85127 -3.57569 0.1 -0.3 -0.3
H -3.89350 -12.54473 -3.20671 -0.3 0.2 0.5
H -2.68418 -14.56344 -1.13141 -0.3 -0.2 -0.3
H -4.11234 -13.42460 -1.00910 -0.1 -0.2 -0.1
H -1.58346 -13.68742 0.66137 0.4 0.3 0.2
H -3.28091 -13.71090 1.16950 0.2 -0.9 0.1
H -2.18049 -11.35374 0.24072 0.1 1.1 0.4
H -1.54371 -12.05506 2.71501 0.4 -0.2 -0.3
H -3.15372 -11.64827 3.08519 -0.7 -0.9 -0.5
H -1.74617 -9.81278 3.60827 0.0 -0.3 0.2
H -3.13917 -9.51702 2.56946 0.4 0.6 -0.6
H 0.61627 -9.57122 2.63137 -0.1 0.1 0.2
H 0.74954 -9.33063 0.88096 -0.6 0.5 0.0
H 0.20682 -10.85464 1.47068 0.3 -0.3 0.2
C -7.43941 10.16519 -1.23138 1.1 0.3 -0.4
O -7.93821 8.87832 -1.13448 -1.1 -1.4 1.0
C -7.68791 8.24479 0.11801 0.7 -0.1 0.0
C -8.15951 6.80961 0.19698 -0.8 0.1 0.9
N -7.48120 5.86689 -0.66094 -0.3 -0.1 -0.6
C -6.16415 5.28184 -0.29429 -1.2 2.7 1.3
C -5.66334 4.39152 -1.33429 -1.8 -1.8 -0.4
O -4.67706 3.53165 -0.80255 1.9 -0.1 -2.3
C -4.08589 2.70598 -1.88585 -1.3 -0.7 1.3
H -6.35386 10.08452 -1.28770 0.4 0.3 -0.4
H -7.57350 10.84156 -0.38718 -0.8 -0.1 0.3
H -7.85461 10.58211 -2.14892 0.2 0.2 0.1
H -8.12222 8.79482 0.95284 -0.1 0.3 0.0
H -6.61715 8.13831 0.29189 0.5 0.7 0.0
H -9.20739 6.78280 -0.10191 -0.2 -0.1 0.2
H -8.09208 6.56801 1.25773 -0.1 -0.4 0.1
H -7.47509 6.51597 -1.43474 1.0 -0.9 -1.3
H -6.33315 4.74934 0.64165 0.3 0.0 0.0
H -5.47687 6.11743 -0.16183 0.6 -0.1 0.5
H -5.54224 4.96332 -2.25433 1.3 -0.1 -0.2
H -6.51904 3.75469 -1.55861 -0.3 -0.3 -0.4
H -3.22280 2.14530 -1.52690 0.5 0.9 0.1
H -3.97487 3.17237 -2.86475 0.4 0.6 0.4
H -4.74509 1.86069 -2.08337 -0.7 0.0 0.0
C 8.68528 -5.19089 1.44908 -0.7 0.5 -0.4
O 7.51582 -5.03873 0.61474 0.3 -0.9 0.2
C 6.47075 -6.07322 0.52025 1.8 0.9 -1.9
C 6.85011 -7.32865 -0.32006 0.4 0.8 1.6
N 7.64067 -8.25384 0.47598 0.1 0.2 -1.3
C 7.65263 -9.58291 -0.08370 1.8 -0.9 -0.9
C 8.58131 -9.83084 -1.37360 0.2 1.1 0.3
O 7.96439 -9.68939 -2.64089 -1.4 0.1 -1.1
C 8.53930 -8.71164 -3.55342 0.7 -0.5 1.8
H 9.41115 -4.43578 1.14736 0.0 -0.1 -0.6
H 9.16712 -6.16564 1.37304 -0.3 -0.1 0.2
H 8.46879 -4.84521 2.45989 -0.3 -0.7 0.4
H 5.84340 -5.53773 -0.19233 -0.9 0.0 0.7
H 6.04449 -6.28562 1.50071 -0.2 -0.1 -0.1
H 7.40343 -7.03386 -1.21170 0.2 0.3 0.1
H 5.93257 -7.76457 -0.71528 -0.4 -0.3 0.2
H 7.44681 -8.19708 1.46558 -0.2 -0.3 -0.2
H 6.67170 -9.98137 -0.34278 -0.3 -0.1 0.1
H 8.15679 -10.21158 0.65027 -0.4 -0.3 0.2
H 9.06461 -10.80758 -1.35104 -0.5 -0.5 0.3
H 9.45311 -9.17780 -1.33341 0.0 0.5 0.3
H 7.98118 -8.29998 -4.39434 -1.1 -0.6 0.5
H 9.40148 -9.18033 -4.02784 0.5 0.3 0.3
H 8.75554 -7.89886 -2.86009 0.7 0.5 -0.7
```
Positions in Å, forces in eV/Å.

Properties
E_tot = -81279.1310 eV
SMILES = CC1(C)CCCC(C)(C)N1O.COC[C@H](C)N.COCCNCCOC.COCCNCCOC.COCCNCCOC.COCCNCCOC.COCCNCCOC
Kohn-Sham gap = 8.22 eV


2.
Density functional theory data (ωB97M-V with the def2-TZVPD basis set) for a 2-piece molecular cluster, C3H9NO2S overall.

```
16
Properties=species:S:1:pos:R:3:forces:R:3
C -1.97200 0.62827 -0.19544 -0.3 0.9 0.8
C -1.06931 -0.34371 -0.20657 -1.2 0.4 0.6
C -1.14695 -1.37529 0.87638 2.4 -1.2 -1.2
N -0.06633 -0.40853 -1.12917 -0.5 1.6 0.0
H -2.00658 1.41378 -0.91225 0.1 0.4 -0.7
H -2.59367 0.81647 0.67548 -0.1 -0.4 -0.2
H -0.55522 -2.31163 0.57626 -0.9 1.2 0.5
H -2.17146 -1.62356 0.97701 -0.8 -0.4 0.6
H -0.66969 -0.98172 1.76808 -0.2 -0.1 0.3
H 0.20828 -1.30637 -1.29952 1.1 -2.6 -0.9
H -0.14727 0.19293 -1.93352 -0.1 -0.1 -0.1
O 1.30873 1.13834 0.73028 -0.7 0.2 -1.6
S 2.27538 0.46578 -0.47765 1.7 0.6 1.5
O 3.75873 1.23844 -0.16507 -2.6 1.2 -2.9
H 0.52416 1.46819 0.19759 1.1 -0.2 1.3
H 4.32320 0.98861 0.51812 0.8 -1.5 2.1
```
Positions in Å, forces in eV/Å.

Properties
E_tot = -19675.1235 eV
SMILES = C=C(C)N.OSO
Kohn-Sham gap = 9.17 eV


3.
Density functional theory data (ωB97M-V with the def2-TZVPD basis set) for a 7-piece molecular cluster, C33H68BrFINO14S overall.

```
120
Properties=species:S:1:pos:R:3:forces:R:3
C -1.01226 5.53804 -0.82517 0.3 -0.7 0.2
C -0.43572 4.45378 0.11397 0.4 -0.1 -0.1
C -0.91905 3.03574 -0.23740 0.3 1.5 0.4
O -0.74915 2.25761 0.93712 -1.4 -0.3 -0.1
C -0.98142 0.86830 0.78135 1.0 -0.3 1.1
C -2.32660 0.31040 1.36823 1.0 2.2 -1.7
C -2.84807 -1.08317 0.91892 1.0 -0.4 -0.5
C -2.43560 -2.43822 1.46203 -0.5 -0.2 0.6
O -3.10947 -3.05609 2.19610 -0.7 -0.6 0.5
F -1.35852 -3.07336 0.95577 0.3 0.6 -0.6
C -3.41016 1.25590 0.74988 -0.5 0.1 1.1
C -3.89081 1.09986 -0.70206 -1.0 -0.4 -1.1
C -5.12640 0.16043 -0.91459 1.1 -0.7 0.0
C -2.89096 0.82049 -1.84398 0.4 0.6 0.1
C -1.99433 0.60130 2.86546 -3.4 -0.1 2.0
S -3.48053 -0.22622 3.66178 -0.1 -0.7 0.1
C -2.26842 2.07280 3.35538 0.6 0.2 -0.5
C -2.81241 2.33905 4.77004 0.7 1.4 0.8
C -2.32353 3.78010 5.18109 -0.2 -0.7 0.2
C -3.38727 4.37364 6.05786 -0.4 0.9 -0.5
O -4.31507 4.99020 5.58593 -0.1 -0.2 0.0
O -3.30179 4.17821 7.38278 0.4 -0.6 -0.1
N -0.58713 0.08451 3.15345 0.4 0.2 -1.4
C 0.21568 0.82611 4.16162 0.5 1.2 0.4
C -0.16315 0.69364 5.61502 -0.1 0.3 0.4
O -0.85261 -0.04301 6.20051 -0.4 -0.5 -0.2
Br 0.74556 2.10578 6.69363 0.2 -0.1 -0.4
C -0.36971 -1.40825 3.66929 0.6 -4.9 3.1
O 0.80555 -1.76857 3.70689 0.0 2.0 -0.9
O -1.31530 -2.00410 4.17377 -0.5 1.7 -1.5
C 0.05329 0.14660 1.74230 0.8 1.3 -3.2
I 1.89029 1.42292 1.53979 0.2 -0.2 0.4
O 0.26280 -1.07397 1.19786 -0.1 -0.3 1.6
C 1.00345 -1.31138 0.01436 0.4 -1.0 -1.5
C 2.42886 -1.93358 0.14101 0.3 0.8 0.4
C 2.92406 -2.12990 1.57460 0.5 -0.7 -0.6
C 3.44113 -1.17042 -0.75404 -0.6 -1.7 -0.3
C 4.68648 -2.06750 -0.98233 0.7 0.8 0.5
C 5.01085 -2.28400 -2.46110 0.5 -0.4 0.4
C 5.91474 -1.49080 -0.19919 -0.6 -0.5 -0.2
H -0.24370 5.80784 -1.55074 -0.2 0.2 -0.1
H -1.31592 6.42604 -0.27384 0.0 0.0 -0.1
H -1.86701 5.11034 -1.35498 0.0 0.3 -0.1
H -0.63456 4.66470 1.16765 -0.3 -0.1 -0.1
H 0.65484 4.42524 0.03015 0.0 0.2 0.2
H -0.29050 2.67802 -1.06194 -0.3 -0.4 0.0
H -1.96158 3.11989 -0.55219 0.0 -0.4 0.0
H -0.81719 0.69591 -0.28077 0.2 -0.9 0.2
H -2.71631 -1.17607 -0.16393 0.2 0.3 0.1
H -3.92462 -1.06660 1.05711 0.1 -0.1 0.3
H -3.13125 2.29568 0.89184 0.2 -0.2 -0.1
H -4.28756 1.14793 1.40073 -0.1 0.0 -0.2
H -4.31921 2.06639 -0.97485 0.3 0.2 0.4
H -5.56166 -0.19197 0.02098 -0.3 0.3 -0.1
H -4.76581 -0.73368 -1.43820 -0.2 -0.1 0.1
H -5.85475 0.61298 -1.58549 -0.1 0.1 0.3
H -2.15670 0.03191 -1.66769 -0.2 -0.1 0.0
H -3.41931 0.56606 -2.76526 -0.1 0.0 0.1
H -2.34689 1.74082 -2.06968 0.2 -0.2 -0.1
H -3.09396 -0.56151 4.90155 0.3 0.1 -0.2
H -1.41824 2.72277 3.12706 0.1 -0.2 0.2
H -3.05730 2.50746 2.74398 0.1 -0.4 -0.3
H -2.53300 1.67728 5.58501 0.0 -0.3 -0.3
H -3.89730 2.42395 4.77770 0.0 -0.5 -0.3
H -1.34986 3.75345 5.66880 0.0 0.0 -0.1
H -2.28259 4.37387 4.26910 0.0 0.3 0.2
H -4.15242 4.46025 7.75204 0.1 0.2 0.0
H 1.26142 0.51160 4.13286 -0.2 -0.4 -0.2
H 0.28342 1.89289 3.95255 -0.4 -0.1 -0.2
H 0.43124 -2.06907 -0.53216 -0.3 0.1 0.3
H 1.04818 -0.48463 -0.70453 -0.2 0.5 0.6
H 2.40290 -2.93410 -0.30020 -0.4 0.0 0.1
H 3.07043 -1.21742 2.14479 -0.4 0.0 0.1
H 3.90427 -2.61340 1.50552 0.0 0.1 0.0
H 2.27290 -2.85166 2.06588 -0.1 0.4 0.4
H 3.68188 -0.19109 -0.34664 0.0 0.0 -0.1
H 2.94252 -1.08941 -1.72974 0.1 0.5 0.1
H 4.53274 -3.06113 -0.55298 -0.3 0.1 0.0
H 4.30282 -2.96393 -2.94086 -0.2 0.3 -0.1
H 5.97217 -2.81178 -2.50134 0.0 0.1 -0.2
H 5.11166 -1.35947 -3.02984 -0.2 0.0 0.0
H 6.14798 -2.16459 0.62860 0.3 0.0 -0.1
H 6.76146 -1.40436 -0.88086 0.2 0.2 0.3
H 5.67014 -0.53361 0.26357 0.2 0.1 -0.2
C -4.80205 4.73553 0.86512 -0.2 -0.2 0.1
O -5.43308 3.48271 0.60507 0.0 0.2 0.0
H -3.98864 4.85766 0.15153 0.0 -0.1 0.0
H -5.51118 5.55650 0.74101 0.1 0.1 0.0
H -4.39501 4.75765 1.88053 0.0 0.1 0.0
H -6.14937 3.38426 1.23928 0.0 0.0 0.0
C 5.95376 -4.92780 2.86721 -0.3 0.0 0.0
O 5.10606 -4.78087 1.73305 0.2 0.0 0.0
H 6.96144 -4.64370 2.57369 0.0 0.0 -0.1
H 5.62124 -4.27793 3.68112 0.1 0.0 0.1
H 5.96060 -5.96574 3.20993 0.1 0.0 0.1
H 4.21833 -5.03317 2.00375 0.0 0.1 -0.1
C -0.76787 -6.41982 -0.70880 0.0 0.2 0.3
O 0.08045 -5.38940 -0.22086 0.1 -0.1 -0.1
H -0.43240 -6.68922 -1.70769 0.0 0.0 0.0
H -0.71364 -7.30142 -0.06438 -0.1 -0.1 -0.1
H -1.80360 -6.07190 -0.76094 0.0 -0.1 -0.1
H -0.22591 -5.15683 0.66126 0.0 0.1 0.0
C -1.95543 2.93930 -4.99980 0.3 0.3 0.1
O -1.76301 3.74630 -3.83680 -0.1 -0.1 0.0
H -2.75495 2.23327 -4.79146 0.0 0.0 0.1
H -2.23806 3.56163 -5.85177 0.0 -0.1 -0.1
H -1.03944 2.38996 -5.22983 -0.1 -0.1 -0.1
H -1.05512 4.36772 -4.02780 0.0 0.0 0.0
C 3.80425 -2.61433 -6.42761 0.3 0.2 0.0
O 4.42574 -1.61195 -5.62172 -0.2 0.0 0.0
H 2.78399 -2.74861 -6.07553 0.0 0.0 0.1
H 3.78985 -2.30264 -7.47304 -0.1 -0.2 0.0
H 4.34601 -3.55931 -6.33262 -0.1 -0.1 -0.1
H 5.32505 -1.50528 -5.94191 0.0 0.0 0.0
C 4.30860 -3.28528 -10.85030 0.2 0.2 0.0
O 4.58684 -2.44346 -9.73426 0.0 -0.1 -0.1
H 3.50689 -3.96305 -10.56941 0.0 0.0 0.1
H 3.98992 -2.69001 -11.70950 0.0 -0.1 -0.1
H 5.19239 -3.86842 -11.12044 -0.1 -0.1 -0.1
H 5.29626 -1.84901 -9.99276 0.0 0.0 0.1
```
Positions in Å, forces in eV/Å.

Properties
E_tot = -157168.3113 eV
SMILES = CCCO[C@@H]1[C@](CC(=O)F)(CC(C)C)[C@](S)(CCCC(=O)O)[N@@+](CC(=O)Br)(C(=O)[O-])[C@@]1(I)OC[C@H](C)CC(C)C.CO.CO.CO.CO.CO.CO
Kohn-Sham gap = 8.42 eV


Results for energy above the lowest of the compared OMol25 structures with the same formula, charge and spin: 0.0, 317.4, 116.0 (in kJ/mol, following the order of the records).